Computed, not measured: C4H8O3S in the gas phase, with the ωB97M-V functional and the def2-TZVPD basis.

```
16
Properties=species:S:1:pos:R:3
O -1.046 -1.311 -1.173
H 0.381 2.315 -0.273
C 1.722 -0.488 0.241
H 2.277 0.236 -1.747
O 0.826 1.726 0.374
C 1.853 -0.689 -1.176
H -1.391 -0.231 1.874
H -2.777 -1.023 0.957
H 2.586 -0.017 0.809
H 1.677 -1.387 0.694
C -2.139 -0.169 1.116
H -2.659 0.739 1.115
S -1.097 -0.051 -0.438
O -1.648 1.091 -1.128
C 0.478 0.430 0.357
H 0.956 -1.171 -1.604
```

Multiplicity   1
Largest force on an atom   3.8 eV/Å
Total charge   0
ΔE to the lowest compared entry with this formula, charge and spin   504.19 kJ/mol
Gap between HOMO and LUMO (spin up / spin down)   8.472 / 8.524 eV